Record 1
Density functional theory data (ωB97M-V with the def2-TZVPD basis set) for C14H23Cl12F3I3NNbO2 as an isolated structure.

CARTESIAN COORDINATES (ANGSTROEM)
C 1.01 1.20 1.82
C 0.08 1.13 0.49
O 0.63 0.38 -0.58
Nb 0.43 -1.67 -0.64
I -1.09 -1.85 1.78
I 0.04 -4.45 -0.90
C 2.43 -1.84 0.44
C 2.96 -3.27 0.88
C 2.41 -3.64 2.36
I 1.55 -5.62 2.54
C 1.64 -1.74 -2.61
O 2.83 -2.62 -2.48
C 3.93 -2.05 -3.11
F 3.67 -1.77 -4.46
F 4.39 -0.87 -2.52
F 5.02 -2.94 -3.08
C -1.40 -1.40 -1.96
C -2.73 -1.02 -1.22
C -3.88 -2.12 -0.97
N -3.04 0.20 -0.80
H 1.05 0.24 2.39
H 2.06 1.43 1.41
H 0.69 2.11 2.41
H 0.12 2.23 0.13
H -1.02 0.99 0.72
H 2.43 -1.18 1.38
H 3.24 -1.37 -0.24
H 4.10 -3.14 1.05
H 2.88 -4.11 0.14
H 1.71 -2.80 2.71
H 3.28 -3.60 3.10
H 1.01 -2.17 -3.45
H 1.95 -0.67 -2.85
H -1.20 -0.64 -2.78
H -1.60 -2.39 -2.49
H -4.67 -1.91 -1.79
H -4.41 -1.91 0.01
H -3.51 -3.18 -1.08
H -3.97 0.15 -0.34
C -4.98 3.07 0.88
Cl -4.03 2.94 2.37
Cl -4.02 3.80 -0.41
Cl -5.58 1.48 0.39
H -5.83 3.71 1.08
C -9.14 3.40 1.40
Cl -8.18 3.28 2.88
Cl -8.18 4.14 0.10
Cl -9.73 1.81 0.91
H -10.00 4.04 1.59
C 3.24 3.02 4.67
Cl 3.18 1.36 5.26
Cl 4.21 3.13 3.20
Cl 1.61 3.64 4.39
H 3.71 3.64 5.44
C 5.64 2.23 -3.91
Cl 6.69 0.89 -4.36
Cl 6.10 2.88 -2.33
Cl 5.68 3.51 -5.14
H 4.62 1.86 -3.84

Its HOMO energy is -0.192 hartree. Its net charge is -1. The calculation puts the HOMO-LUMO gap at 6.66 eV. The calculation puts the total energy at -7524.42352 Ha.

***

Record 2
Density functional theory data (ωB97M-V with the def2-TZVPD basis set) for C14H23CrN5SbSe4 as an isolated structure.

CARTESIAN COORDINATES (ANGSTROEM)
Cr -0.04 -0.35 0.54
Se 1.80 -2.34 2.62
Sb 1.33 0.08 2.31
Se -1.62 0.14 1.76
Se 1.38 0.55 -0.68
Se 2.96 0.54 4.36
N -0.30 -1.94 0.14
C -1.09 -3.03 0.17
C -2.38 -2.90 -0.38
C -3.25 -3.97 -0.38
C -2.85 -5.18 0.16
C -1.60 -5.30 0.75
C -0.71 -4.25 0.77
H -2.68 -1.93 -0.77
H -4.24 -3.85 -0.80
H -3.51 -6.04 0.12
H -1.30 -6.23 1.22
H 0.26 -4.32 1.25
C -2.24 0.10 -5.38
C -1.53 1.12 -4.49
C -1.81 2.54 -4.99
C -0.02 0.87 -4.49
N -2.03 1.08 -3.11
N -1.58 0.03 -2.27
H -1.85 0.13 -6.39
H -3.31 0.30 -5.41
H -2.10 -0.91 -4.99
H -1.42 2.66 -6.00
H -1.32 3.26 -4.33
H -2.88 2.75 -5.00
H 0.40 1.14 -5.46
H 0.21 -0.18 -4.31
H 0.48 1.47 -3.73
H -3.05 1.06 -3.11
H -0.57 0.18 -2.14
H -1.68 -0.90 -2.71
C 0.95 3.39 2.00
C -0.22 3.37 1.09
N -0.65 2.38 0.32
C -1.82 2.78 -0.26
C -2.11 4.04 0.16
N -1.09 4.41 1.00
H 1.84 2.85 1.55
H 0.70 2.81 2.96
H 1.22 4.42 2.26
H -2.35 2.12 -0.92
H -2.93 4.69 -0.06
H -1.01 5.28 1.50

The multiplicity is 2. Its HOMO energy (alpha / beta) is -0.004 / -0.007 hartree. Its net charge is -2. The calculation puts the HOMO-LUMO gap (alpha / beta) at 4.25 / 4.34 eV. The calculation puts the total energy at -11711.36477 Ha.

***

Record 3
Density functional theory data (ωB97M-V with the def2-TZVPD basis set) for C14H23F3NO6S2 as an isolated structure.

CARTESIAN COORDINATES (ANGSTROEM)
C 1.64 -0.64 -0.43
C 1.71 0.55 -0.41
C 1.81 2.01 -0.53
C 1.46 2.42 -1.99
C -0.07 2.51 -2.24
S -0.67 1.26 -3.42
O -0.71 1.96 -4.69
O 0.24 0.15 -3.49
N -2.21 0.76 -3.11
S -2.56 0.54 -1.57
O -1.49 0.02 -0.75
O -3.71 -0.33 -1.50
C -3.15 2.12 -0.77
F -2.43 2.41 0.33
F -3.12 3.17 -1.59
F -4.40 1.97 -0.36
H 1.34 -1.65 -0.57
H 1.11 2.52 0.14
H 2.84 2.30 -0.29
H 1.87 3.42 -2.15
H 1.93 1.70 -2.66
H -0.26 3.47 -2.72
H -0.59 2.50 -1.28
C 6.74 1.14 2.01
C 5.79 1.44 3.16
C 4.43 1.32 2.49
O 4.58 0.35 1.44
C 5.96 0.08 1.24
H 7.72 0.81 2.32
H 6.86 2.04 1.39
H 5.90 0.67 3.94
H 5.95 2.41 3.63
H 4.13 2.27 2.04
H 3.65 0.99 3.17
H 6.17 -0.92 1.63
H 6.18 0.09 0.17
C -5.39 -3.10 -0.23
C -5.94 -3.81 1.01
C -4.80 -4.76 1.35
O -3.59 -4.12 0.92
C -3.92 -2.99 0.10
H -5.86 -2.14 -0.43
H -5.54 -3.74 -1.11
H -6.07 -3.08 1.82
H -6.88 -4.32 0.85
H -4.90 -5.71 0.81
H -4.73 -4.97 2.42
H -3.71 -2.08 0.67
H -3.29 -2.99 -0.79

Its HOMO energy is -0.224 hartree. Its net charge is -1. The calculation puts the HOMO-LUMO gap at 8.65 eV. The calculation puts the total energy at -2149.36036 Ha.

***

Record 4
Density functional theory data (ωB97M-V with the def2-TZVPD basis set) for a 5-piece molecular cluster, C14H23FIN5SSi overall.

CARTESIAN COORDINATES (ANGSTROEM)
C 1.08 -0.43 0.39
C 0.90 -1.83 -0.44
C -0.40 -1.89 -1.44
I -0.46 -0.34 -2.98
Si -1.97 -2.01 -0.34
N -3.08 -3.23 -1.07
C -3.68 -3.85 0.03
S -4.24 -4.59 1.50
C -2.80 -0.33 0.09
C -4.24 -0.28 -0.70
F -1.95 0.87 -0.11
H 2.01 -0.59 1.12
H 0.18 -0.15 1.09
H 1.40 0.39 -0.37
H 0.80 -2.75 0.32
H 1.87 -2.03 -1.09
H -0.32 -2.93 -2.02
H -1.53 -2.59 0.95
H -3.07 -0.34 1.25
H -4.94 -1.08 -0.15
H -4.74 0.79 -0.72
H -4.12 -0.69 -1.82
C -1.72 2.45 -5.96
C -2.91 1.78 -5.29
N -3.90 1.22 -4.73
H -0.85 1.80 -5.90
H -1.95 2.65 -7.01
H -1.50 3.39 -5.45
C 1.81 3.86 2.10
C 2.52 2.59 1.67
N 3.11 1.53 1.32
H 2.43 4.73 1.84
H 0.85 3.94 1.59
H 1.65 3.85 3.18
C 5.58 5.50 4.38
C 4.09 5.70 4.14
N 2.86 5.86 3.95
H 5.91 4.57 3.91
H 6.14 6.33 3.95
H 5.78 5.45 5.45
C 0.17 -6.45 0.83
C 1.29 -5.79 0.05
N 2.23 -5.24 -0.59
H -0.07 -5.86 1.72
H -0.73 -6.52 0.21
H 0.47 -7.46 1.14

Its HOMO energy is -0.328 hartree. The structure (SMILES) is CC[C@H](I)[Si@H](N=C=S)[C@H](C)F.CC#N.CC#N.CC#N.CC#N. The calculation puts the HOMO-LUMO gap at 8.31 eV. The calculation puts the total energy at -1906.00457 Ha.

***

Record 5
Density functional theory data (ωB97M-V with the def2-TZVPD basis set) for C14H23I2NO3Pb as an isolated structure.

CARTESIAN COORDINATES (ANGSTROEM)
C -0.60 1.31 3.89
C -1.03 -0.17 4.07
C 0.08 -1.21 3.81
C 1.03 -0.86 2.65
N 0.26 -1.01 1.39
C 0.77 -0.21 0.30
C -0.40 -0.28 -0.75
O -0.87 -1.60 -1.08
C -0.85 -1.81 -2.46
C -2.08 -1.25 -3.20
C -1.90 -1.39 -4.72
C -1.36 0.70 0.00
O -2.38 0.53 0.43
O -0.57 1.82 0.02
C 0.72 1.33 0.49
C 1.95 2.14 0.14
I 3.03 2.91 1.81
C 2.38 2.40 -1.07
C 1.68 1.85 -2.31
I 4.09 3.58 -1.51
H -0.95 1.66 2.91
H 0.47 1.50 3.99
H -1.14 1.94 4.61
H -1.42 -0.26 5.08
H -1.87 -0.36 3.41
H -0.44 -2.12 3.47
H 0.62 -1.51 4.71
H 1.49 0.12 2.78
H 1.84 -1.60 2.71
H 0.40 -1.98 1.12
H 1.78 -0.53 -0.12
H -0.25 0.25 -1.69
H -0.85 -2.90 -2.69
H 0.11 -1.39 -2.94
H -2.12 -0.19 -2.92
H -2.98 -1.71 -2.81
H -0.84 -1.20 -4.96
H -2.52 -0.68 -5.27
H -2.12 -2.41 -5.02
H 0.63 1.52 1.56
H 1.56 0.75 -2.16
H 2.32 1.97 -3.18
H 0.75 2.37 -2.51
Pb 1.56 -2.00 -1.96

Its HOMO energy is -0.525 hartree. Its net charge is +2. The calculation puts the HOMO-LUMO gap at 3.75 eV. The calculation puts the total energy at -1615.12802 Ha.

***

Record 6
Density functional theory data (ωB97M-V with the def2-TZVPD basis set) for C14H23N2OPV as an isolated structure.

CARTESIAN COORDINATES (ANGSTROEM)
C -0.93 3.17 -1.98
C -0.10 3.31 -0.86
C 0.54 2.19 -0.31
C 0.39 0.93 -0.92
C -0.47 0.78 -2.01
C -1.12 1.90 -2.56
C 1.46 2.40 0.88
C 1.17 1.70 2.22
N 0.44 0.41 2.09
V 1.21 -0.67 0.22
C -0.76 -0.59 -2.60
P -0.88 -1.88 -1.34
H 0.07 4.31 -0.41
H -1.76 1.79 -3.44
H -1.43 4.04 -2.39
H 0.06 -0.91 -3.28
H -1.70 -0.59 -3.19
H 2.50 2.13 0.59
H 1.47 3.47 1.12
H 2.12 1.46 2.73
C -0.78 -3.55 -1.95
C -2.44 -1.62 -0.50
H 0.59 2.36 2.89
C -1.03 0.62 2.08
C 0.77 -0.51 3.21
H 0.77 -1.99 -0.83
H -1.35 1.08 3.04
H -1.30 1.30 1.25
H -1.53 -0.35 1.96
H 0.30 -0.18 4.14
H 0.42 -1.52 2.95
H 1.87 -0.54 3.33
H -3.30 -1.97 -1.12
H -2.47 -2.16 0.45
H -2.63 -0.57 -0.27
H -1.64 -3.83 -2.58
H 0.16 -3.66 -2.49
H -0.72 -4.21 -1.07
H 0.10 -1.95 0.10
O 4.89 -2.80 0.32
C 3.98 -2.04 0.28
N 3.05 -1.27 0.25

The multiplicity is 4. Its HOMO energy (alpha / beta) is -0.236 / -0.253 hartree. The calculation puts the HOMO-LUMO gap (alpha / beta) at 6.85 / 6.65 eV. The calculation puts the total energy at -2017.18408 Ha.